C15H25Br2N3O2PS4Sn | wB97M-V/def2-TZVPD

As for the HOMO energy (alpha / beta): -13.7 / -14.3 eV. The HOMO-LUMO gap (alpha / beta) comes out at 6.77 / 6.93 eV. The value obtained for the energy above the lowest of the compared OMol25 structures with the same formula, charge and spin is 132.9 kJ/mol.

Structure (ORCA input):
```
! RIJCOSX wB97M-V def2-TZVPD def2/J DEFGRID3
* xyz 2 2
Sn -0.0952 -0.0641 -0.3970
Br 3.1407 0.7218 -1.2829
C 3.0052 2.6476 -1.2404
Br 1.5037 3.2933 -0.2218
H 2.8896 2.9821 -2.2596
H 3.9077 3.0231 -0.7860
C -3.8392 -4.8831 -0.1338
C -2.8611 -5.0951 0.9899
O -2.7882 -3.8775 1.8313
P -1.6024 -2.8824 1.8827
S -2.1324 -1.5399 3.2559
S -1.3040 -2.2358 -0.0619
O -0.3619 -3.7638 2.2591
C 0.9987 -3.2693 2.4085
C 1.8384 -4.3862 2.9689
H -3.8815 -5.7913 -0.7369
H -3.5387 -4.0574 -0.7784
H -4.8374 -4.6814 0.2539
H -1.8566 -5.3384 0.6480
H -3.1906 -5.8667 1.6770
H 0.9818 -2.4047 3.0693
H 1.3524 -2.9582 1.4252
H 1.4675 -4.6932 3.9465
H 2.8693 -4.0457 3.0779
H 1.8279 -5.2498 2.3031
C -1.8167 2.6167 5.5602
N -1.4346 1.8202 4.3787
C -0.2943 1.2116 4.0852
S -0.2409 0.3048 2.5865
N 0.7977 1.2182 4.8355
C 1.0663 1.8794 6.1257
H -2.7736 3.0772 5.3358
H -1.1013 3.4073 5.7508
H -1.9353 1.9921 6.4420
H -2.1575 1.6619 3.6958
H 1.5526 0.6830 4.4417
H 0.3426 1.5882 6.8790
H 1.0919 2.9600 6.0229
H 2.0462 1.5470 6.4524
S 0.5913 -2.2991 -4.5832
C 0.2742 -2.0717 -2.9352
N 0.1484 -0.8286 -2.5483
C 0.3088 0.0579 -3.6218
C 0.2360 1.4522 -3.5621
C 0.4291 2.1629 -4.7243
C 0.6929 1.5088 -5.9395
C 0.7605 0.1356 -6.0098
C 0.5638 -0.5838 -4.8296
H 0.1882 -2.9111 -2.2568
H 0.0164 1.9614 -2.6309
H 0.3675 3.2442 -4.7085
H 0.8397 2.0940 -6.8376
H 0.9525 -0.3680 -6.9491
*
```

Charges obtained by Mulliken population analysis, quoted in units of e: 0.895 -0.072 -0.438 -0.094 0.317 0.385 -0.945 -0.316 -0.315 0.767 -0.207 -0.320 -0.275 0.274 -1.360 0.362 0.213 0.304 0.312 0.360 0.151 0.187 0.338 0.406 0.334 -0.961 -0.176 0.596 -0.369 -0.204 -1.004 0.357 0.318 0.341 0.274 0.235 0.343 0.346 0.357 -0.132 -0.196 -0.062 0.215 -0.426 -0.864 -0.550 -0.506 0.724 0.451 0.343 0.446 0.413 0.430